Molecular formula: C26H30N4O7
Method: DFT, ωB97M-V/def2-TZVPD

Structure (ORCA input):
```
! wB97M-V def2-TZVPD RIJCOSX def2/J DEFGRID3
* xyz 0 1
H 2.9600 -8.0602 1.0342
H -0.7566 5.8017 3.5421
H -0.3123 1.2158 -0.8846
H 1.0543 -2.4501 1.2364
H -1.7376 -1.4546 -3.2428
C -0.7134 -0.7705 -0.1790
H -1.2094 -1.3697 0.5960
O -1.5023 4.3698 -3.2894
C 3.2551 -4.7030 0.5072
H 0.5721 -7.3915 1.3712
C 3.6327 -6.0414 0.6393
C -1.7938 3.3040 -0.7966
H 1.4619 0.2594 -3.6374
N -2.0879 5.0912 -2.4467
C 0.8812 -3.3952 -2.1249
H -0.7890 -0.2760 -4.1857
O 1.3029 -4.5193 -2.3817
C 0.4040 -2.8678 -0.7695
H -2.9516 3.1314 2.3962
H 0.2882 -2.3355 -5.0744
H -1.4734 0.2008 -2.6148
C -2.2401 4.6109 -1.1086
C -1.0210 -0.6264 -3.1732
N -0.4543 -0.1296 2.6312
N 0.0021 -1.5082 -1.0856
H -0.4266 5.0967 5.1404
C 1.1356 -2.5131 -4.4042
H 1.9196 -1.7902 -4.6526
C 2.6681 -7.0123 0.9389
H 3.9894 -3.9286 0.2688
O 0.9561 2.3191 1.6144
C -2.7332 3.5475 1.4109
C -2.0750 2.7472 0.4507
H -3.1757 6.4163 -0.4224
C -3.1333 4.8563 1.1011
H 2.3261 -2.3200 0.0094
C -1.7098 1.2848 0.8271
C 1.3295 -6.6414 1.1304
C -0.0326 2.2848 2.3286
H -1.9012 1.3749 2.9778
H 4.6778 -6.3228 0.4943
H 1.4075 3.7144 4.2032
O 0.7764 -0.2117 2.7309
O -2.5557 6.2202 -2.7278
C 0.0205 5.3685 4.1800
H 0.7636 6.1423 4.3711
C 0.7019 4.2003 3.5239
H 1.1287 0.8285 -1.9833
C 0.9524 -5.3009 0.9957
C -0.8411 0.5812 -0.1716
C -2.8798 5.4066 -0.1508
H -1.2312 2.7779 -1.5692
H -3.6518 5.4471 1.8529
H 2.3181 -0.4691 -2.2402
C 1.4679 -2.9312 0.3323
C 0.2592 -1.1131 -2.4777
O -0.3323 3.2179 3.2443
C 1.9071 -4.3464 0.6263
O -1.2543 -1.0714 2.8585
H 1.1921 4.4880 2.5926
H -2.6657 0.7324 0.9113
C -1.1191 1.2293 2.2197
H 1.5202 -3.5194 -4.5652
C 1.3625 -0.0501 -2.5873
H -0.0876 -4.9930 1.1424
H -0.4743 -3.4581 -0.4580
N 0.7281 -2.3754 -3.0266
*
```

## Properties
molar mass	510.547	g/mol
total energy	-1754.2740	a.u.
HOMO energy	-8.0923	eV
HOMO-LUMO gap	6.9	eV
energy above the lowest of the compared OMol25 structures with the same formula, charge and spin	153.0	kcal/mol